# C36H108N9O13P

10 unconnected molecules or ions with the total composition C36H108N9O13P (the ωB97M-V functional and the def2-TZVPD basis, the Open Molecules 2025 dataset).

Calculated values
energy relative to the best compared isomer or geometry (same formula, charge and spin)	0.000	eV
LUMO	-13.255	eV
HOMO-LUMO gap	8.1	eV

```
! RIJCOSX wB97M-V def2-TZVPD def2/J DEFGRID3
* xyz 6 1
P -0.37283 0.25957 0.11638
O -0.14756 1.75358 0.58373
O 0.92945 -0.54827 0.31015
O -0.73611 0.30478 -1.40970
O -1.45940 -0.43970 0.95611
C 0.30981 6.64844 2.25653
C -0.29691 5.26981 2.21585
C -1.81815 5.24729 2.12512
O -2.32710 4.12434 1.39474
C -3.70389 4.28967 1.03751
N 0.31906 4.41175 1.11816
H 0.06593 4.83893 0.22085
H 1.32824 4.57159 1.06531
H 0.09068 3.38318 1.09886
H 0.33982 7.07341 3.25938
H -0.12901 7.35601 1.55298
H 1.38170 6.62542 2.01858
H -0.04769 4.73201 3.13459
H -2.17609 6.15966 1.63576
H -2.27125 5.21355 3.11763
H -3.71366 4.30692 -0.05936
H -4.29886 5.06719 1.50674
H -4.21520 3.33348 1.21154
C 8.98555 -2.68573 -3.62163
C 7.48237 -2.62145 -3.74425
C 6.84853 -2.24056 -2.41096
O 5.46629 -1.89785 -2.46813
C 5.03207 -1.60821 -1.13547
N 7.04045 -1.59572 -4.80062
H 7.22613 -0.65439 -4.45113
H 7.59752 -1.73599 -5.64780
H 6.04899 -1.72347 -4.98942
H 9.22216 -3.56741 -3.02066
H 9.50068 -1.82218 -3.20757
H 9.43283 -2.96929 -4.57834
H 7.05385 -3.53675 -4.15371
H 7.45552 -1.39758 -2.04060
H 7.00733 -3.03586 -1.67868
H 5.25691 -2.33790 -0.35575
H 3.97196 -1.36045 -1.11255
H 5.57707 -0.68712 -0.88334
C 2.14117 -3.76634 1.81075
C 0.66341 -3.62747 2.14838
C 0.24097 -4.59428 3.24145
O -0.98343 -4.11347 3.76132
C -1.63298 -5.06294 4.59964
N 0.38970 -2.18401 2.54020
H 0.21210 -2.06360 3.53742
H 0.98573 -1.57344 1.96116
H -0.49829 -1.88019 2.10049
H 2.22584 -4.74903 1.34583
H 2.76875 -3.69825 2.69764
H 2.47446 -3.01082 1.09414
H -0.03616 -3.81222 1.33006
H 0.95924 -4.45055 4.06338
H 0.23356 -5.63566 2.92012
H -1.91181 -6.01225 4.13798
H -2.56388 -4.64254 4.97625
H -1.01885 -5.25420 5.48322
C -1.52503 -3.64701 -2.72439
C -0.38790 -3.39077 -1.73014
C 0.53187 -4.58558 -1.64222
O -0.17230 -5.55080 -0.90873
C 0.59802 -6.73567 -0.68903
N 0.34842 -2.11311 -2.01311
H 0.79649 -1.92166 -1.09052
H 1.10779 -2.17228 -2.68718
H -0.18003 -1.21087 -2.03029
H -2.46874 -3.81789 -2.20958
H -1.41444 -4.46874 -3.43069
H -1.64369 -2.76976 -3.37149
H -0.83173 -3.23657 -0.74458
H 1.47247 -4.42410 -1.08251
H 0.87944 -4.96287 -2.61230
H 0.00323 -7.39284 -0.05794
H 1.46058 -6.44746 -0.07603
H 0.88104 -7.27510 -1.59128
C 3.03840 0.75727 -2.58806
C 2.28337 2.00313 -2.99716
C 1.58303 1.79678 -4.31510
O 1.09084 2.98010 -4.85786
C 0.23924 2.72509 -6.00170
N 1.14582 2.39079 -2.02741
H 0.61993 3.22426 -2.28740
H 0.43079 1.62752 -1.96021
H 1.33269 2.41762 -1.02043
H 3.81948 0.58744 -3.33356
H 2.52459 -0.19688 -2.71588
H 3.49476 0.85702 -1.60657
H 2.86416 2.92161 -2.91698
H 0.73406 1.09373 -4.20460
H 2.23545 1.27245 -5.02730
H -0.00402 3.67936 -6.45262
H -0.66924 2.25874 -5.60389
H 0.75630 2.03992 -6.67177
C -3.74101 -0.16782 4.09791
C -3.19680 1.24276 3.97246
C -2.23930 1.77064 5.00724
O -1.91003 3.09692 4.63335
C -1.33574 3.83676 5.70848
N -2.57567 1.48537 2.61987
H -1.87107 2.23002 2.65249
H -2.03887 0.64992 2.27045
H -3.21705 1.70346 1.86569
H -4.29647 -0.54647 3.23549
H -4.36228 -0.27292 4.98323
H -2.93186 -0.91110 4.11950
H -4.13472 1.80415 3.95001
H -1.28509 1.21741 5.07093
H -2.59651 1.69348 6.03797
H -0.33431 3.44791 5.92793
H -1.92055 3.75768 6.62612
H -1.26660 4.88201 5.42027
C 1.48542 1.58777 3.73998
C 2.72867 1.95715 2.95074
C 3.99415 1.41776 3.59797
O 3.90583 0.01663 3.41602
C 5.11318 -0.67431 3.69332
N 2.53309 1.36605 1.56295
H 3.01668 0.47001 1.47105
H 1.55893 1.40810 1.15038
H 2.95778 2.01431 0.89332
H 0.57406 1.89691 3.22551
H 1.51363 1.96064 4.76525
H 1.43397 0.51202 3.92776
H 2.83498 3.02595 2.75885
H 4.16078 1.72549 4.63309
H 4.87388 1.81619 3.06958
H 4.89477 -1.73647 3.60186
H 5.47566 -0.59977 4.72679
H 5.98382 -0.35193 3.11518
C -6.30767 -1.57508 -1.03989
C -5.06160 -1.90890 -0.26235
C -4.63685 -3.34535 -0.21603
O -3.45389 -3.45407 0.53352
C -2.97228 -4.79263 0.65932
N -3.87291 -0.99681 -0.57679
H -3.49402 -1.13838 -1.51928
H -4.16251 -0.03171 -0.47546
H -3.01820 -1.22231 -0.03186
H -6.23387 -1.28077 -2.08958
H -6.73630 -0.66261 -0.60720
H -7.09091 -2.32406 -0.94191
H -5.22522 -1.64178 0.78672
H -4.50149 -3.76604 -1.22798
H -5.44291 -3.98229 0.16752
H -2.22762 -4.75249 1.45271
H -2.51597 -5.21720 -0.23775
H -3.79350 -5.44673 0.96206
C -3.46298 1.19359 -3.82674
C -2.98203 2.50856 -3.30258
C -3.99113 3.64951 -3.36341
O -4.36783 3.75243 -4.68838
C -5.26990 4.85791 -4.86663
N -2.53095 2.35807 -1.83715
H -2.18231 3.26603 -1.53498
H -3.37330 2.19055 -1.28564
H -1.84918 1.55523 -1.69757
H -2.84308 0.32639 -3.58092
H -3.62758 1.19408 -4.90378
H -4.46144 0.92515 -3.45475
H -2.05130 2.85811 -3.75866
H -3.64508 4.58226 -2.88870
H -4.85421 3.38114 -2.71732
H -4.94165 5.74880 -4.31878
H -6.27838 4.61222 -4.53686
H -5.20727 5.16019 -5.90765
*
```

***

# C4H8N3

A gas-phase ion, C4H8N3 (charge +1) (the ωB97M-V functional and the def2-TZVPD basis, the Open Molecules 2025 dataset).

Calculated values
energy relative to the best compared isomer or geometry (same formula, charge and spin)	3.985	eV
LUMO	-3.709	eV
HOMO-LUMO gap	10.1	eV
SMILES string	C[n+]1ccn(N)c1

```
! RIJCOSX wB97M-V def2-TZVPD def2/J DEFGRID3
* xyz 1 1
C -2.25585 -0.49559 -0.00833
N -0.95993 0.05193 -0.07103
C -0.49977 1.22723 -0.27484
C 0.85952 1.23144 -0.16022
N 1.29844 -0.01687 0.04584
N 2.57099 -0.45025 0.02337
C 0.29149 -0.84938 0.18329
H -2.46651 -1.45420 -0.52660
H -2.28749 -0.78490 0.98391
H -3.07518 0.28938 -0.21774
H -1.14047 1.93206 -0.74954
H 1.63599 1.92366 -0.38341
H 2.73616 -1.01817 0.90387
H 3.25245 0.27234 -0.31566
H 0.04017 -1.85866 0.56708
*
```